Entry from the OMol25 dataset: a molecular structure, C34H54F4FeNO14 (the ωB97M-V functional and the def2-TZVPD basis).

Last column: Löwdin spin population.
Atoms and positions in Å:
Fe  4.58790  0.24976  1.13131  4.057
C  1.63027  1.39930  1.92815  0.012
O  1.29342  0.25970  1.18365  0.001
O  3.06858  1.41391  1.99395  0.121
C  0.77765  2.58539  1.34902  0.002
F  0.75684  2.76979  0.10604  0.000
F  -0.52248  2.67336  1.87582  0.001
F  1.23426  3.77795  1.73267  0.000
C  -0.08468  -0.22937  1.27019  0.000
C  -0.31530  -1.14923  0.08887  0.000
H  -0.25677  -0.53846  -0.81204  0.000
H  0.35070  -1.98622  -0.12088  0.000
H  -1.36489  -1.43109  0.17260  0.000
H  -0.78688  0.59509  1.14654  0.000
H  -0.35364  -0.65272  2.23794  0.000
H  1.21029  1.16800  2.90704  0.002
C  8.54393  -0.25369  -0.34475  0.134
C  9.47793  0.68235  -0.57053  0.004
C  9.24354  2.15000  -0.24348  -0.010
O  10.22702  3.04233  -0.17653  0.226
C  8.02717  2.52545  0.15595  0.121
C  6.82400  1.67032  0.27490  -0.079
C  7.11148  0.14327  -0.02707  -0.066
O  6.18595  -0.61068  0.16812  0.090
O  5.60600  1.91687  0.50773  0.124
O  10.64513  0.19095  -0.86233  0.181
H  8.79382  -1.29267  -0.50124  0.005
H  7.79007  3.54854  0.40791  0.005
C  -8.45278  -3.30060  -1.26359  0.000
C  -7.14765  -4.17304  -1.36813  0.000
C  -6.99228  -4.81168  -2.71604  0.000
C  -6.60487  -3.63539  -3.65548  0.000
C  -5.20411  -3.14401  -3.23694  0.000
C  -5.15149  -2.64132  -1.91943  0.000
N  -5.87710  -3.52863  -1.01342  0.000
O  -5.87048  -3.03963  0.33098  0.000
C  -3.68379  -2.64529  -1.41256  0.000
C  -5.62588  -1.13392  -1.91505  0.000
C  -7.24142  -5.37215  -0.35451  0.000
H  -8.34192  -2.28289  -1.63788  0.000
H  -8.87307  -3.16450  -0.26713  0.000
H  -9.37577  -3.67721  -1.70444  0.000
H  -6.15728  -5.50877  -2.64566  0.000
H  -7.91970  -5.27130  -3.05770  0.000
H  -7.18273  -2.71591  -3.74902  0.000
H  -6.58528  -3.91101  -4.70988  0.000
H  -4.83614  -2.28981  -3.80530  0.000
H  -4.61112  -3.98930  -3.58613  0.000
H  -3.61934  -2.43536  -0.34492  0.000
H  -3.21617  -3.62683  -1.33498  0.000
H  -3.04375  -1.93903  -1.94137  0.000
H  -6.04610  -0.95520  -0.92531  0.000
H  -4.82361  -0.39836  -1.97351  0.000
H  -6.30061  -0.87276  -2.73030  0.000
H  -8.03049  -5.99417  -0.77707  0.000
H  -7.67273  -5.12561  0.61569  0.000
H  -6.28614  -5.89607  -0.32192  0.000
H  -5.53598  -3.84587  0.73059  0.000
C  2.30104  -3.34682  2.70642  0.001
C  3.61270  -2.73499  2.43252  0.004
O  3.76526  -1.60472  1.93918  0.034
C  4.81756  -3.72467  2.42345  0.000
H  2.58602  -4.25404  3.23920  0.000
H  1.77354  -3.62954  1.79543  0.000
H  1.61892  -2.69504  3.25231  0.000
H  5.58244  -3.42743  1.70601  0.000
H  4.59343  -4.68837  1.96610  0.000
H  5.37385  -3.79972  3.35779  0.000
C  -0.02557  3.26232  4.97070  0.000
C  0.23468  4.10351  6.19288  0.000
O  0.65136  3.57781  7.22629  0.000
C  -0.31929  5.45025  6.26592  0.000
H  0.63801  3.60498  4.17676  0.000
H  -1.06416  3.26891  4.63995  0.000
H  0.28297  2.21803  5.01931  0.000
H  -0.06948  6.06920  7.12766  0.000
H  -1.40734  5.38586  6.25598  0.000
H  -0.06254  6.06178  5.40093  0.000
C  -2.59620  1.98819  -0.86640  0.000
C  -2.89622  2.27970  -2.29819  0.000
O  -4.02268  2.54866  -2.68930  0.000
C  -1.75013  1.92350  -3.31541  0.000
H  -1.68825  2.44061  -0.46759  0.000
H  -2.35708  0.93530  -0.71697  0.000
H  -3.44123  2.33839  -0.27362  0.000
H  -2.33149  1.34757  -4.03543  0.000
H  -0.88321  1.40244  -2.90915  0.000
H  -1.38481  2.78041  -3.88140  0.000
C  2.77323  -1.93137  -2.01716  0.000
C  2.81728  -0.40412  -1.79487  0.002
O  3.59209  0.07805  -0.95151  0.029
C  2.13591  0.48669  -2.78071  0.001
H  3.19466  -2.22838  -2.97751  0.000
H  1.69682  -2.05239  -1.89549  0.000
H  3.25856  -2.43152  -1.17907  0.000
H  1.05362  0.60443  -2.72683  0.000
H  2.42684  0.39911  -3.82751  0.000
H  2.45941  1.45572  -2.40067  0.000
C  3.63257  4.49297  -0.67113  0.000
C  4.87443  5.13797  0.17899  0.000
O  4.48626  6.49913  0.21552  0.000
C  3.22225  6.65717  -0.17519  0.000
O  2.52884  7.68989  -0.06193  0.000
O  2.68323  5.48595  -0.52598  0.000
F  5.99653  5.17285  -0.55528  0.000
H  3.28685  3.62858  -0.10420  0.000
H  3.87852  4.37512  -1.72646  0.000
H  5.07823  4.50960  1.04600  0.000

Computed properties:
max |F|	0.1618	hartree/bohr
HOMO level (spin up / spin down)	-8.6 / -7.3	eV
expectation value of S²	8.9046
multiplicity	6
calculated total energy	-111536.319	eV
HOMO-LUMO gap (spin up / spin down)	7.49 / 3.65	eV
LUMO energy (spin up / spin down)	-0.042 / -0.134	Ha

***

Entry from the OMol25 dataset: a single C3H2S2 molecule (the ωB97M-V functional and the def2-TZVPD basis).

Last column: Mulliken charge in e.
Atoms and positions in Å:
C  0.03085  -0.11959  -0.06259  0.217
C  -1.38168  -0.04044  -0.10625  -0.469
C  -2.61701  -0.06233  0.02873  0.126
H  1.90275  0.83501  0.08719  0.143
H  -3.62309  -0.10145  0.26953  0.442
S  0.71650  1.45272  0.01263  -0.157
S  0.87896  -1.41518  0.01762  -0.301

Computed properties:
max |F|	0.1066	hartree/bohr
HOMO level	-9.1	eV
calculated total energy	-24810.905	eV
HOMO-LUMO gap	8.18	eV
LUMO energy	-0.033	Ha
SMILES	C#CC(=S)S